Record 1
{
  "formula": "C5H20AgClN4O5",
  "method": "the ωB97M-V functional and the def2-TZVPD basis",
  "spin_multiplicity": 3,
  "homo_energy_ev": [-5.953, -9.745],
  "elements": ["Ag", "Cl", "C", "O", "H", "H", "H", "H", "C", "O", "H", "H", "H", "H", "C", "O", "H", "H", "H", "H", "C", "O", "N", "N", "H", "H", "H", "H", "C", "O", "N", "N", "H", "H", "H", "H"],
  "coordinates": [[0.615, -1.475, 2.639], [-0.640, -0.437, 0.592], [-0.755, -0.402, -3.177], [0.123, 0.428, -2.382], [-0.866, -1.330, -2.616], [-1.747, -0.022, -3.422], [-0.434, -0.652, -4.188], [-0.229, 0.329, -1.494], [-3.906, -2.441, -0.993], [-3.392, -2.265, 0.369], [-3.195, -2.995, -1.606], [-4.728, -3.148, -0.880], [-4.029, -1.449, -1.427], [-2.791, -1.528, 0.243], [-2.938, 2.348, -0.399], [-1.547, 2.514, -0.114], [-3.358, 1.808, 0.450], [-3.429, 3.317, -0.493], [-3.149, 1.606, -1.169], [-1.151, 1.683, 0.161], [3.182, -1.620, 0.210], [2.554, -1.981, 1.186], [2.730, -0.968, -0.811], [4.317, -2.069, -0.197], [1.731, -0.821, -0.787], [3.335, -0.781, -1.598], [4.766, -1.442, -0.850], [4.898, -2.559, 0.469], [1.789, 1.551, 2.876], [1.847, 0.392, 3.006], [1.035, 2.177, 2.010], [2.491, 2.302, 3.509], [0.413, 1.600, 1.462], [0.723, 3.137, 2.052], [2.523, 3.283, 3.272], [3.210, 1.910, 4.100]],
  "mulliken_spin": [1.65, 0.35, 0.01, 0.00, 0.00, 0.00, 0.00, 0.00, 0.00, -0.01, 0.00, 0.00, 0.00, 0.00, 0.01, 0.01, 0.00, 0.00, 0.00, -0.01, 0.01, -0.02, 0.00, 0.00, 0.00, 0.00, 0.00, 0.00, 0.00, 0.01, 0.01, 0.00, 0.00, 0.00, 0.00, 0.00]
}

---

Record 2
{
  "formula": "H10O5",
  "method": "the ωB97M-V functional and the def2-TZVPD basis",
  "e_above_lowest_kcal_mol": 32.5,
  "homo_energy_ev": -11.468,
  "elements": ["O", "H", "H", "O", "H", "H", "O", "H", "H", "O", "H", "H", "O", "H", "H"],
  "coordinates": [[0.975, -3.024, -1.897], [0.474, -3.313, -2.660], [1.416, -3.815, -1.587], [-0.658, 1.686, -0.505], [-0.676, 1.952, -1.425], [-0.288, 0.804, -0.517], [5.002, -0.641, -2.764], [5.584, -1.400, -2.723], [4.178, -0.949, -2.387], [-1.247, 3.226, 4.688], [-1.039, 2.944, 3.797], [-2.162, 3.503, 4.644], [-3.900, -0.677, 1.274], [-3.086, -0.184, 1.172], [-4.572, -0.113, 0.890]],
  "lowdin_charge": [-0.06, 0.03, 0.03, -0.05, 0.03, 0.03, -0.05, 0.03, 0.02, -0.05, 0.03, 0.03, -0.05, 0.02, 0.03]
}

---

no.,energy (hartree)
1,-1404.710120
2,-382.172381